Below is a structure of composition C10H10FeN2O4 in a non-equilibrium geometry, with properties calculated with ωB97M-V/def2-TZVPD.

Last column: Löwdin spin population.
Geometry (Å):
Fe: 0.1522 0.9196 -0.4486  3.173
C: 0.1972 1.6846 1.2523  0.085
O: 0.2259 2.2729 2.2373  0.012
C: 0.0182 2.6419 -1.1292  0.090
O: 0.0684 3.7777 -1.4293  0.022
C: -1.5690 1.5604 -0.3280  0.123
O: -2.7119 1.6552 -0.1248  0.074
C: 1.9298 1.3513 -0.2358  0.086
O: 3.0666 1.5335 -0.0905  0.038
C: 0.2333 -0.0621 -2.1701  0.060
H: 1.1382 -0.6224 -2.5157  0.007
H: -0.7068 -0.6528 -2.2960  0.016
C: 0.1881 1.3774 -2.4597  0.052
H: -0.7342 1.6872 -2.9895  0.003
H: 1.1302 1.7714 -2.8955  0.010
C: -1.4402 -0.8298 2.4566  0.041
C: -0.5731 -1.4350 1.4164  0.197
N: 0.0614 -0.7974 0.4259  0.165
C: 1.0157 -1.6768 -0.0972  0.320
C: 0.8191 -2.8878 0.4626  0.312
N: -0.1881 -2.7322 1.3700  0.064
H: -2.2929 -0.2791 2.0103  0.016
H: -1.8031 -1.5815 3.1813  0.000
H: -0.8175 -0.0652 2.9737  0.018
H: 1.7182 -1.3790 -0.8825  0.007
H: 1.4130 -3.7688 0.3170  0.009
H: -0.5385 -3.4634 1.9889  0.000

Cartesian forces (eV/Å) of the 6 atoms listed first:
Fe -0.6 -3.3 -1.3
C 0.2 3.7 8.3
O 0.0 -1.7 -3.2
C 0.8 9.1 -3.6
O -0.4 -4.3 1.7
C -10.7 0.8 1.1

## Properties
**HOMO (alpha / beta)**: -19.975 / -22.460 eV
**Energy relative to the best compared isomer or geometry (same formula, charge and spin)**: 107.8 kJ/mol
**LUMO energy (alpha / beta)**: -12.7 / -15.9 eV
**⟨S²⟩**: 8.81
**2S+1**: 6
**Strongest force on any atom**: 11.02 eV Å⁻¹
**Frontier orbital gap (alpha / beta)**: 7.3 / 6.6 eV
**E**: -56048.5957 eV
**Total charge**: +3



Below is the ion C5H8N with charge +1 in a non-equilibrium geometry, with properties calculated with ωB97M-V/def2-TZVPD.

Last column: Löwdin charge in e.
Geometry (Å):
C: -0.3469 0.1105 -2.5952  0.370
C: 0.4371 -0.6563 -0.0791  0.118
C: -0.4764 -0.1831 -1.3627  -0.284
C: -1.8245 -0.1300 -0.6406  -0.029
C: 1.6619 -0.0624 1.8638  -0.021
N: 0.8303 0.2416 0.7169  -0.042
H: -0.0395 0.2106 -3.6049  0.093
H: -1.8231 0.6831 0.0821  0.096
H: -1.9978 -1.0765 -0.1307  0.105
H: -2.6209 0.0358 -1.3597  0.097
H: 1.0462 -0.1165 2.7624  0.107
H: 2.1621 -1.0179 1.7194  0.104
H: 2.4016 0.7251 1.9950  0.106
H: 0.5898 1.2360 0.6333  0.182

Cartesian forces (eV/Å) of the 6 atoms listed first:
C 1.0 -0.7 2.8
C 0.2 -0.6 -2.0
C -0.2 0.6 -0.2
C -0.9 0.0 -0.3
C 0.4 -0.4 1.1
N -0.3 1.3 -0.3

## Properties
**HOMO (alpha / beta)**: -13.991 / -14.380 eV
**Energy relative to the best compared isomer or geometry (same formula, charge and spin)**: 570.6 kJ/mol
**LUMO energy (alpha / beta)**: -6.9 / -6.3 eV
**2S+1**: 1
**Strongest force on any atom**: 3.05 eV Å⁻¹
**Frontier orbital gap (alpha / beta)**: 7.1 / 8.1 eV
**E**: -6792.1742 eV
**Total charge**: +1



Below is a structure of composition C5H11AuO3 in a non-equilibrium geometry, with properties calculated with ωB97M-V/def2-TZVPD.

Last column: Löwdin spin population.
Geometry (Å):
H: 0.2699 1.0800 1.8342  0.448
O: 0.1506 2.9117 -0.1225  0.115
C: 1.3923 2.6618 -0.1254  0.068
C: 1.8593 1.3133 0.0705  0.187
O: 0.8449 0.5167 -0.4957  0.221
C: 0.8946 -0.8641 -0.8053  0.011
C: -0.2524 -1.5220 -0.0758  0.012
O: -1.4138 -0.7047 -0.2431  0.082
C: -2.6370 -1.3587 0.0916  0.013
Au: -0.9545 1.1785 0.0329  0.782
H: 2.1088 3.4718 0.0772  0.005
H: 2.8209 1.0747 -0.3992  0.007
H: 1.8536 -1.3040 -0.5048  0.004
H: 0.7296 -0.9145 -1.8899  0.000
H: -0.0386 -1.6230 0.9993  0.004
H: -0.4330 -2.5201 -0.4976  0.001
H: -3.4600 -0.6884 -0.1753  0.002
H: -2.7262 -2.2830 -0.4934  0.005
H: -2.6614 -1.5830 1.1668  0.000
H: 1.6526 1.1568 1.5556  0.032

Cartesian forces (eV/Å) of the 6 atoms listed first:
H 0.5 0.0 0.1
O 1.8 0.4 -0.3
C -1.5 1.7 2.2
C -0.1 -1.1 1.2
O 1.9 0.0 -0.5
C 0.0 -1.4 -0.7

## Properties
**HOMO (alpha / beta)**: -18.496 / -19.978 eV
**Energy relative to the best compared isomer or geometry (same formula, charge and spin)**: 6.2 kJ/mol
**LUMO energy (alpha / beta)**: -9.0 / -11.8 eV
**⟨S²⟩**: 2.02
**2S+1**: 3
**Strongest force on any atom**: 3.14 eV Å⁻¹
**Frontier orbital gap (alpha / beta)**: 9.5 / 8.2 eV
**E**: -15171.2371 eV
**Total charge**: +2



Below is a cluster of 11 separate species, C61H64F8N10O4 in total in a non-equilibrium geometry, with properties calculated with ωB97M-V/def2-TZVPD.

Last column: Löwdin charge in e.
Geometry (Å):
C: 2.6790 0.7808 -0.7520  -0.116
C: 1.3877 1.7173 -0.7265  -0.209
C: 1.0147 2.2490 -2.2024  -0.163
O: 1.0571 1.0905 -3.0830  -0.049
C: -0.2267 0.4936 -3.1282  -0.425
O: -0.6530 -0.2334 -2.2012  0.096
O: -0.9577 0.7592 -4.3190  -0.017
C: -0.9020 -0.4249 -5.1495  -0.128
C: 0.4166 -0.4679 -6.0687  -0.158
O: 1.5726 -0.8716 -5.3101  -0.151
C: 2.5200 -1.5946 -6.1300  -0.076
C: 3.9965 -1.2454 -5.6768  -0.292
F: 4.8068 -2.3328 -6.1221  0.039
F: 4.0438 -1.2770 -4.2808  0.095
C: 4.6272 0.0607 -6.3313  -0.235
F: 6.0078 -0.1060 -6.3695  0.113
F: 4.1993 0.0723 -7.6885  0.073
C: 4.1426 1.4412 -5.7144  -0.260
F: 4.2748 1.5410 -4.3362  0.116
F: 2.7990 1.6439 -6.1087  0.085
C: 4.9403 2.7016 -6.3256  -0.174
F: 6.3007 2.6698 -5.9806  0.050
F: 4.4166 3.8531 -5.6774  0.025
H: 3.5243 1.2537 -1.3502  0.076
H: 3.0204 0.6240 0.3244  0.045
H: 2.4872 -0.2485 -1.1836  0.080
H: 1.5894 2.6347 -0.0919  0.107
H: 0.4714 1.1780 -0.3234  0.092
H: 1.7861 3.0428 -2.4637  0.130
H: 0.0050 2.7869 -2.2216  0.126
H: -1.7781 -0.3834 -5.8817  0.141
H: -0.9985 -1.3674 -4.5174  0.145
H: 0.5483 0.5677 -6.5227  0.137
H: 0.2047 -1.2115 -6.9006  0.129
H: 2.3262 -1.5068 -7.2394  0.142
H: 2.3619 -2.7007 -5.8696  0.161
H: 4.7517 2.8566 -7.4260  0.180
C: -4.3443 3.2956 0.2454  -0.084
C: -4.3683 4.2863 -0.7249  -0.074
C: -3.6717 4.0655 -1.9018  -0.150
N: -2.9712 2.9496 -2.1574  0.060
C: -2.9641 2.0065 -1.2019  -0.142
C: -3.6309 2.1325 0.0070  -0.072
H: -4.8760 3.4280 1.1794  0.070
H: -4.9149 5.2089 -0.5713  0.059
H: -3.6619 4.8090 -2.6925  0.099
H: -2.3855 1.1207 -1.4417  0.082
H: -3.5926 1.3400 0.7440  0.097
C: 6.9041 -4.7427 -2.2724  -0.074
C: 6.0450 -5.1918 -1.2809  -0.068
C: 4.6833 -5.0152 -1.4646  -0.160
N: 4.1448 -4.4310 -2.5450  0.065
C: 4.9970 -4.0037 -3.4882  -0.152
C: 6.3735 -4.1360 -3.4014  -0.062
H: 7.9764 -4.8640 -2.1658  0.099
H: 6.4251 -5.6686 -0.3865  0.079
H: 3.9707 -5.3522 -0.7189  0.091
H: 4.5370 -3.5357 -4.3454  0.069
H: 7.0138 -3.7734 -4.1956  0.103
C: -5.2173 9.7770 -2.3227  -0.078
C: -4.0400 9.5044 -1.6425  -0.072
C: -3.9394 8.3017 -0.9624  -0.140
N: -4.9167 7.3842 -0.9191  0.041
C: -6.0452 7.6731 -1.5839  -0.146
C: -6.2434 8.8444 -2.2962  -0.072
H: -5.3342 10.7067 -2.8679  0.106
H: -3.2186 10.2094 -1.6406  0.103
H: -3.0375 8.0418 -0.4182  0.107
H: -6.8199 6.9145 -1.5306  0.106
H: -7.1758 9.0233 -2.8161  0.103
C: 10.6801 -4.4921 2.0345  -0.080
C: 9.3613 -4.6870 2.4145  -0.071
C: 8.5842 -5.5566 1.6662  -0.155
N: 9.0336 -6.2216 0.5887  0.054
C: 10.3124 -6.0129 0.2430  -0.155
C: 11.1701 -5.1674 0.9273  -0.076
H: 11.3199 -3.8204 2.5956  0.105
H: 8.9451 -4.1756 3.2730  0.098
H: 7.5474 -5.7437 1.9261  0.100
H: 10.6491 -6.5604 -0.6314  0.102
H: 12.1948 -5.0398 0.6023  0.101
C: 2.1393 -2.5528 3.9548  -0.084
C: 1.1960 -1.9369 3.1454  -0.074
C: 1.6267 -1.3513 1.9661  -0.142
N: 2.9050 -1.3409 1.5609  0.054
C: 3.7976 -1.9415 2.3621  -0.159
C: 3.4682 -2.5582 3.5585  -0.078
H: 1.8417 -3.0236 4.8851  0.103
H: 0.1499 -1.9126 3.4235  0.100
H: 0.9263 -0.8599 1.2977  0.100
H: 4.8241 -1.9162 2.0116  0.098
H: 4.2313 -3.0295 4.1646  0.099
C: -7.5522 -1.5457 2.1070  -0.095
C: -7.4883 -0.5925 1.1018  -0.081
C: -6.7186 0.5381 1.3207  -0.152
N: -6.0334 0.7675 2.4517  0.050
C: -6.1138 -0.1699 3.4080  -0.151
C: -6.8519 -1.3353 3.2850  -0.070
H: -8.1431 -2.4449 1.9737  0.113
H: -8.0234 -0.7242 0.1699  0.109
H: -6.6342 1.3115 0.5640  0.102
H: -5.5523 0.0427 4.3120  0.109
H: -6.8796 -2.0589 4.0896  0.107
C: 6.5243 1.5415 5.8803  -0.082
C: 5.7979 1.7186 4.7125  -0.070
C: 5.7938 0.6926 3.7813  -0.148
N: 6.4551 -0.4629 3.9407  0.057
C: 7.1509 -0.6083 5.0775  -0.156
C: 7.2160 0.3547 6.0713  -0.078
H: 6.5514 2.3205 6.6340  0.105
H: 5.2469 2.6321 4.5292  0.103
H: 5.2377 0.7826 2.8537  0.100
H: 7.6778 -1.5516 5.1793  0.097
H: 7.7929 0.1816 6.9709  0.100
C: 0.4298 -6.8199 -0.9726  -0.076
C: 1.7349 -7.2416 -1.1767  -0.077
C: 2.1248 -8.4542 -0.6309  -0.152
N: 1.3144 -9.2447 0.0880  0.049
C: 0.0586 -8.8133 0.2722  -0.162
C: -0.4298 -7.6195 -0.2341  -0.081
H: 0.0863 -5.8776 -1.3846  0.107
H: 2.4334 -6.6428 -1.7473  0.077
H: 3.1344 -8.8281 -0.7659  0.102
H: -0.5743 -9.4712 0.8591  0.099
H: -1.4554 -7.3224 -0.0551  0.098
C: -6.2094 6.1739 3.6141  -0.075
C: -6.2642 4.8807 3.1167  -0.067
C: -6.5421 3.8488 3.9997  -0.144
N: -6.7586 4.0287 5.3120  0.052
C: -6.6980 5.2885 5.7675  -0.159
C: -6.4309 6.3868 4.9667  -0.079
H: -5.9959 7.0076 2.9543  0.105
H: -6.0958 4.6788 2.0680  0.078
H: -6.5985 2.8197 3.6589  0.072
H: -6.8747 5.4038 6.8320  0.100
H: -6.3964 7.3829 5.3895  0.100
C: -10.0723 1.3138 4.6739  -0.067
C: -11.3729 1.1092 5.1103  -0.076
C: -12.1857 0.2622 4.3744  -0.159
N: -11.7903 -0.3705 3.2602  0.053
C: -10.5294 -0.1549 2.8583  -0.150
C: -9.6371 0.6698 3.5252  -0.066
H: -9.4043 1.9687 5.2231  0.102
H: -11.7471 1.5960 6.0020  0.100
H: -13.2093 0.0681 4.6772  0.100
H: -10.2377 -0.6775 1.9536  0.091
H: -8.6296 0.8058 3.1565  0.069

Cartesian forces (eV/Å) of the 6 atoms listed first:
C -0.2 0.3 0.5
C -0.2 0.3 -0.9
C 0.4 0.6 2.3
O -2.9 0.2 -0.7
C -0.1 -1.4 2.1
O 1.4 2.7 -3.7

## Properties
**HOMO**: -9.269 eV
**LUMO energy**: 0.6 eV
**2S+1**: 1
**Strongest force on any atom**: 4.83 eV Å⁻¹
**SMILES**: CCCOC(=O)OCCOCC(F)(F)C(F)(F)C(F)(F)C(F)F.c1ccncc1.c1ccncc1.c1ccncc1.c1ccncc1.c1ccncc1.c1ccncc1.c1ccncc1.c1ccncc1.c1ccncc1.c1ccncc1
**Frontier orbital gap**: 9.9 eV
**E**: -109120.9965 eV
**Total charge**: 0